A 2-piece molecular cluster, C18H34N4O3S overall in a non-equilibrium geometry, computed with ωB97M-V/def2-TZVPD.

Results
Charge ... 0
LUMO energy ... -1.96 eV
Highest occupied orbital energy ... -6.483 eV
Gap between HOMO and LUMO ... 4.52 eV

Last column: Mulliken charge in e.
Atoms and positions in Å:
C (-3.23078, 0.44593, 2.48368)  0.093
C (-2.73229, 1.18756, 1.69597)  -0.371
N (-2.06643, 1.84503, 0.71468)  0.848
N (-2.59203, 2.13007, -0.46241)  -0.739
N (-1.68243, 2.73149, -1.15132)  -0.352
C (-0.56142, 2.83334, -0.40103)  0.385
C (0.70655, 3.46850, -0.82384)  -0.619
S (1.19494, 2.67263, -2.37914)  0.819
O (2.18677, 3.48643, -3.01549)  -0.624
O (1.55871, 1.31411, -2.07145)  -0.507
N (-0.81312, 2.28237, 0.78225)  0.152
C (0.11218, 2.19990, 1.91223)  -0.700
C (1.31753, 1.29297, 1.61527)  0.437
C (1.04148, -0.13478, 2.11568)  -0.479
C (2.34394, -0.93788, 2.25070)  -1.209
C (3.06660, -1.25871, 0.91913)  -0.424
C (2.86102, -2.74111, 0.51086)  -1.058
C (2.14588, -2.97652, -0.84018)  -0.944
C (1.07328, -1.93057, -1.20743)  1.335
C (-0.11413, -2.53117, -2.00244)  -1.146
C (-1.46150, -2.34892, -1.24883)  0.497
C (-2.64573, -2.13632, -2.22288)  -0.910
C (-3.80485, -3.12268, -2.00152)  -0.574
C (-4.26738, -3.12177, -0.53148)  -1.004
H (-3.62946, -0.33362, 3.09000)  0.440
H (0.61300, 4.53860, -1.00634)  0.541
H (1.51523, 3.22539, -0.13733)  0.175
H (0.08554, 2.66138, -3.16770)  0.209
H (0.46836, 3.22962, 2.09180)  -0.176
H (-0.41501, 1.87627, 2.80645)  0.669
H (1.50067, 1.22889, 0.54293)  -0.161
H (2.16991, 1.72113, 2.14043)  0.432
H (0.29093, -0.65300, 1.51173)  -0.001
H (0.61603, -0.06842, 3.12342)  0.419
H (3.01833, -0.31935, 2.85026)  0.440
H (2.16352, -1.83542, 2.84178)  0.499
H (4.13174, -1.13836, 1.12248)  0.564
H (2.82875, -0.55977, 0.11915)  0.176
H (2.34826, -3.31330, 1.28370)  0.464
H (3.84631, -3.20693, 0.42746)  0.275
H (1.63147, -3.93986, -0.75607)  0.378
H (2.84265, -3.10682, -1.66842)  0.410
H (1.55362, -1.23103, -1.89184)  0.114
H (0.73772, -1.34323, -0.35707)  -1.002
H (0.04771, -3.59749, -2.17356)  0.265
H (-0.16371, -2.06947, -2.98885)  0.484
H (-1.35961, -1.44941, -0.63883)  -0.280
H (-1.59929, -3.23540, -0.63240)  0.262
H (-3.01121, -1.10830, -2.20974)  0.398
H (-2.27863, -2.32425, -3.23537)  0.319
H (-3.50681, -4.12682, -2.30297)  0.292
H (-4.64987, -2.80553, -2.61500)  0.381
H (-5.32299, -3.38473, -0.45941)  0.371
H (-4.12210, -2.13930, -0.07813)  0.180
H (-3.71325, -3.84788, 0.06311)  0.320
C (1.55006, 5.58363, 1.55334)  -0.422
O (1.59990, 4.68125, 2.55359)  -0.814
H (2.43022, 5.60403, 0.85958)  0.164
H (0.67961, 5.48892, 0.83120)  -0.018
H (1.46563, 6.64870, 1.86565)  0.325

A 6-piece molecular cluster, C2H17NO5S overall in a non-equilibrium geometry, computed with ωB97M-V/def2-TZVPD.

Results
Charge ... 0
Energy relative to the best compared isomer or geometry (same formula, charge and spin) ... 0.116 eV
LUMO energy ... 0.36 eV
Highest occupied orbital energy ... -9.122 eV
Gap between HOMO and LUMO ... 9.48 eV

Last column: Mulliken charge in e.
Atoms and positions in Å:
N (0.55904, 0.23735, 2.21690)  -0.510
C (0.74506, 0.47695, 0.79543)  -0.298
C (-0.49211, 1.21540, 0.23699)  -0.041
S (-0.27384, 1.66324, -1.53439)  -0.242
H (-0.28101, -0.15207, 2.46172)  0.216
H (1.46155, -0.29782, 2.52603)  0.257
H (0.82449, -0.38535, 0.10738)  0.142
H (1.67209, 1.06808, 0.64433)  0.264
H (-1.32725, 0.53519, 0.31457)  -0.386
H (-0.90553, 2.00798, 0.87797)  0.473
H (0.91056, 2.30747, -1.47010)  0.126
O (1.73339, -1.82742, -2.87699)  -0.672
H (1.78076, -0.93379, -2.40710)  0.340
H (1.41573, -1.52316, -3.76220)  0.328
O (-0.24949, -2.05562, -1.04453)  -0.644
H (-0.05075, -2.93322, -0.74711)  0.293
H (-0.29342, -1.97188, -1.99315)  0.314
O (2.96614, 2.75014, 1.16364)  -0.677
H (3.56452, 2.07786, 1.47237)  0.304
H (2.03323, 2.52565, 1.32125)  0.404
O (-2.81002, -1.68562, -0.25539)  -0.667
H (-2.88928, -0.77261, -0.09695)  0.254
H (-1.92284, -2.06855, -0.45793)  0.430
O (-1.89118, -1.53548, 2.76365)  -0.615
H (-2.71462, -1.66475, 2.28713)  0.329
H (-2.09829, -1.43642, 3.66855)  0.276